Entry 1:
19
Properties=species:S:1:pos:R:3:forces:R:3:nbo_charge:R:1 method="wB97M-V/def2-TZVPD" lumo_ev=0.90 e_homo_ev=-8.470 max_force_ha_per_bohr=0.029 spin_multiplicity=1 total_charge=0 orbital_gap_ev=9.37 e_above_lowest_kcal_mol=63.3
C -1.215 1.781 0.179 0.155 0.242 -0.137 -0.660
C -0.865 0.346 0.087 1.142 0.270 0.428 0.409
O -1.974 -0.342 0.664 0.645 -0.412 0.606 -0.754
C -0.325 -0.410 -1.073 0.096 0.009 -0.081 -0.480
C 0.537 -1.505 -0.424 0.008 -0.358 -0.259 -0.378
C 1.705 -0.816 0.259 -0.182 -0.100 -0.068 -0.448
C 1.125 0.472 0.813 -1.142 -0.292 0.125 -0.431
H -2.211 1.998 -0.217 0.103 0.048 -0.228 0.202
H -0.422 2.335 -0.309 -0.089 0.576 0.010 0.212
H -1.250 1.997 1.252 0.085 0.296 -0.245 0.225
H -2.507 -0.777 -0.032 0.776 0.208 0.347 0.475
H -1.097 -0.852 -1.715 -0.045 0.137 -0.016 0.196
H 0.282 0.297 -1.641 0.135 -0.260 -0.316 0.214
H -0.052 -2.000 0.355 -0.118 -0.046 -0.243 0.207
H 0.871 -2.256 -1.130 -0.017 -0.255 -0.235 0.202
H 2.486 -0.631 -0.487 -0.051 0.153 0.152 0.194
H 2.135 -1.484 1.018 -0.067 0.262 -0.048 0.214
H 1.781 1.335 0.514 -1.456 -0.315 -0.037 0.203
H 0.997 0.512 1.887 0.021 -0.164 0.246 0.197

Entry 2:
19
Properties=species:S:1:pos:R:3:forces:R:3:nbo_charge:R:1 method="wB97M-V/def2-TZVPD" smiles=CC[C@@]1(C)C[C@H]1O lumo_ev=0.96 e_homo_ev=-9.318 max_force_ha_per_bohr=0.007 spin_multiplicity=1 total_charge=0 orbital_gap_ev=10.28 e_above_lowest_kcal_mol=31.8
C -0.268 -0.890 -1.756 0.014 0.002 -0.051 -0.594
C -1.051 -0.107 -0.685 -0.086 0.024 0.032 -0.395
C -0.089 0.457 0.355 0.065 -0.057 -0.141 -0.079
C 0.650 1.715 -0.098 0.109 -0.029 -0.050 -0.605
C -0.215 0.347 1.864 -0.116 0.089 0.146 -0.421
C 0.661 -0.604 1.131 0.246 0.220 0.073 0.070
O 0.133 -1.903 1.164 0.159 -0.192 -0.163 -0.706
H 0.104 -1.847 -1.374 -0.088 0.183 -0.122 0.176
H 0.609 -0.331 -2.105 -0.199 -0.010 0.026 0.205
H -0.885 -1.126 -2.628 0.019 0.081 0.102 0.213
H -1.799 -0.760 -0.227 0.112 0.095 -0.021 0.220
H -1.591 0.711 -1.177 0.020 -0.073 0.161 0.203
H 1.524 1.502 -0.722 -0.080 -0.019 -0.015 0.206
H -0.023 2.360 -0.676 0.085 -0.162 0.075 0.214
H 0.990 2.315 0.753 0.037 -0.203 -0.141 0.212
H -1.077 -0.095 2.353 0.015 0.019 -0.193 0.229
H 0.284 1.129 2.432 -0.240 -0.044 -0.085 0.212
H 1.748 -0.541 1.177 -0.100 0.013 0.217 0.172
H 0.378 -2.372 0.359 0.029 0.065 0.149 0.467

Entry 3:
19
Properties=species:S:1:pos:R:3:forces:R:3:nbo_charge:R:1 method="wB97M-V/def2-TZVPD" smiles=CCOCC1CC1 lumo_ev=1.08 e_homo_ev=-9.596 max_force_ha_per_bohr=0.023 spin_multiplicity=1 total_charge=0 orbital_gap_ev=10.68 e_above_lowest_kcal_mol=91.4
C 3.226 -0.252 0.318 -0.045 0.178 0.135 -0.630
C 2.023 0.322 -0.437 -0.066 -0.337 -0.115 -0.086
O 1.099 1.143 0.308 -1.036 -0.468 0.362 -0.561
C -0.186 0.158 0.233 0.222 -0.001 -0.230 -0.072
C -1.670 -0.083 0.623 0.216 0.595 0.351 -0.252
C -2.586 -0.541 -0.538 0.196 0.026 0.018 -0.401
C -2.820 0.757 0.162 -0.064 0.324 0.100 -0.419
H 3.617 -1.114 -0.247 -0.123 0.305 0.117 0.208
H 4.051 0.454 0.448 -0.211 0.020 0.061 0.209
H 2.920 -0.620 1.303 0.037 0.081 -0.094 0.210
H 1.446 -0.553 -0.748 0.475 -0.043 -0.333 0.171
H 2.347 0.780 -1.388 -0.169 0.414 0.459 0.175
H -0.215 0.248 -0.836 -0.085 -1.024 -0.492 0.175
H 0.332 -0.628 0.750 -0.109 -0.995 -0.667 0.184
H -1.841 -0.697 1.511 0.254 0.540 -0.057 0.217
H -2.211 -0.528 -1.562 0.073 0.096 0.344 0.214
H -3.302 -1.348 -0.358 0.454 0.249 0.138 0.218
H -2.551 1.667 -0.362 -0.140 -0.058 0.030 0.221
H -3.680 0.834 0.819 0.122 0.098 -0.126 0.220